DFT (the ωB97M-V functional and the def2-TZVPD basis) results for C13H17MoN2O3PS4 as an isolated structure.

```
41
Properties=species:S:1:pos:R:3
Mo 0.51 0.28 -0.11
S 0.60 2.54 3.44
C 0.93 1.95 1.97
S 0.17 2.47 0.43
S 2.03 0.59 1.66
N 3.03 -2.53 1.46
C 2.50 -2.56 0.08
P 0.66 -2.91 0.33
O 0.54 -4.04 1.26
O -0.04 -1.62 0.72
C -0.10 -3.49 -1.30
N -1.25 -4.29 -0.84
H 4.05 -2.57 1.51
H 2.62 -3.34 1.97
H 2.71 -1.65 1.93
H 2.97 -3.39 -0.46
H 2.69 -1.61 -0.44
H 0.59 -4.14 -1.84
H -0.41 -2.66 -1.95
H -0.93 -4.79 0.02
H -1.59 -4.97 -1.53
H -2.04 -3.69 -0.55
C 8.30 -1.86 -6.60
C 6.98 -1.70 -5.97
O 6.66 -1.85 -4.83
S 5.72 -1.14 -7.19
C 4.33 -0.99 -6.12
C 4.00 -2.03 -5.26
C 3.06 -1.83 -4.28
C 2.41 -0.59 -4.16
C 2.64 0.40 -5.14
C 3.60 0.20 -6.10
C 1.61 -0.31 -3.05
C 1.03 -0.06 -1.99
H 8.91 -2.55 -6.01
H 8.80 -0.89 -6.60
H 8.22 -2.19 -7.63
H 4.48 -2.99 -5.34
H 2.82 -2.62 -3.57
H 2.11 1.33 -5.08
H 3.83 0.98 -6.81
```

Values from the calculation:
Net charge: +2
Gap between HOMO and LUMO (spin up / spin down), eV: 5.18 / 5.87
HOMO energy (spin up / spin down), eV: -13.3 / -13.4
Energy above the lowest of the compared OMol25 structures with the same formula, charge and spin, kJ/mol: 144.6
Spin multiplicity: 3

=====

DFT (the ωB97M-V functional and the def2-TZVPD basis) results for C13H17MoN3OS as an isolated structure.

```
36
Properties=species:S:1:pos:R:3
Mo 0.81 -0.46 -1.40
N 4.70 1.61 -1.23
C 3.44 1.23 -1.12
S 3.09 -0.45 -1.70
N 2.55 1.91 -0.51
N 1.25 1.41 -0.58
C 0.38 2.31 -0.19
C -1.04 2.30 -0.35
C -1.80 3.40 0.07
C -3.14 3.46 -0.23
C -3.74 2.43 -0.98
C -3.01 1.34 -1.41
C -1.67 1.29 -1.07
O -0.88 0.24 -1.41
H 5.39 1.05 -1.70
H 4.99 2.51 -0.86
H 0.84 3.21 0.20
H -1.33 4.20 0.63
H -3.74 4.30 0.09
H -4.79 2.49 -1.22
H -3.45 0.54 -1.99
C -0.13 -1.55 2.16
C 0.16 -2.50 1.00
C 1.14 -3.62 1.40
C -1.16 -3.11 0.45
C 0.72 -1.74 -0.12
H -0.62 -2.11 2.96
H -0.80 -0.74 1.86
H 0.79 -1.13 2.56
H 0.70 -4.17 2.24
H 2.09 -3.21 1.74
H 1.31 -4.32 0.59
H -1.59 -3.72 1.24
H -0.99 -3.76 -0.41
H -1.88 -2.34 0.18
H 1.40 -2.30 -0.88
```

Values from the calculation:
Net charge: +2
Gap between HOMO and LUMO (spin up / spin down), eV: 5.45 / 5.46
HOMO energy (spin up / spin down), eV: -15.5 / -15.5
Spin multiplicity: 1

=====

DFT (the ωB97M-V functional and the def2-TZVPD basis) results for one molecule with the formula C13H17N.

```
31
Properties=species:S:1:pos:R:3
C -0.64 2.03 -2.43
C 0.18 2.65 -1.31
N 0.78 1.64 -0.43
C -0.05 1.29 0.72
C 0.84 0.64 1.84
C 0.07 -0.66 2.21
C -1.38 -0.25 1.94
C -1.16 0.20 0.50
C -0.47 -1.05 -0.05
C -0.40 -1.59 -1.33
C 0.40 -2.71 -1.53
C 1.13 -3.28 -0.50
C 1.07 -2.72 0.79
C 0.29 -1.59 1.01
H -0.97 2.80 -3.15
H -0.04 1.25 -2.93
H -1.53 1.52 -2.05
H 1.03 3.18 -1.77
H -0.44 3.38 -0.77
H 1.63 2.06 -0.05
H -0.56 2.16 1.15
H 0.93 1.29 2.72
H 1.85 0.43 1.46
H 0.29 -1.09 3.19
H -1.72 0.57 2.59
H -2.08 -1.08 2.06
H -2.01 0.52 -0.08
H -0.95 -1.16 -2.16
H 0.50 -3.10 -2.51
H 1.74 -4.15 -0.70
H 1.66 -3.20 1.59
```

Values from the calculation:
Structure (SMILES): CCN[C@@H]1C[C@H]2C[C@@H]1c1ccccc12
Gap between HOMO and LUMO, eV: 9.62
HOMO energy, eV: -8.6
Energy above the lowest of the compared OMol25 structures with the same formula, charge and spin, kJ/mol: 34.3
Spin multiplicity: 1

=====

DFT (the ωB97M-V functional and the def2-TZVPD basis) results for C13H17N3NiO3 as an isolated structure.

```
37
Properties=species:S:1:pos:R:3
C 1.42 -0.60 3.57
C 2.74 -0.32 2.87
H 0.96 0.32 3.93
H 1.57 -1.25 4.44
H 0.70 -1.11 2.92
H 2.62 0.27 1.96
H 3.42 0.22 3.53
H 3.25 -1.25 2.60
C -2.53 0.30 0.80
C -3.78 0.81 0.48
C -3.93 1.58 -0.68
C -2.81 1.84 -1.46
H -2.38 -0.32 1.68
H -4.60 0.58 1.15
H -4.92 1.98 -0.93
H -2.88 2.44 -2.37
N -1.44 0.50 0.02
C -1.57 1.30 -1.10
C -0.37 1.30 -1.92
N 0.63 0.49 -1.40
C 1.75 0.29 -2.14
C 0.86 1.56 -3.99
C 1.89 0.80 -3.43
H 2.52 -0.32 -1.69
H 2.81 0.57 -3.97
C -0.27 1.84 -3.21
H -1.10 2.43 -3.60
H 0.95 1.93 -5.01
Ni 0.21 -0.43 0.16
C 1.86 -1.46 0.21
H 2.80 -0.89 0.24
H 1.83 -2.08 -0.69
H 1.79 -2.10 1.10
O -1.62 -3.32 2.46
N -1.02 -2.88 1.47
O -0.72 -3.49 0.44
O -0.64 -1.54 1.56
```

Values from the calculation:
Gap between HOMO and LUMO (spin up / spin down), eV: 5.31 / 7.33
HOMO energy (spin up / spin down), eV: -6.7 / -8.7
Energy above the lowest of the compared OMol25 structures with the same formula, charge and spin, kJ/mol: 0.0
Spin multiplicity: 3

=====

DFT (the ωB97M-V functional and the def2-TZVPD basis) results for one molecule with the formula C13H17N3O2.

```
35
Properties=species:S:1:pos:R:3
C -1.99 -3.12 1.15
O -1.33 -1.96 0.31
C -2.31 -1.56 -0.66
C -1.71 -0.45 -1.40
N -1.85 0.77 -0.31
C -0.70 1.49 0.24
C 0.61 1.39 0.16
C 1.02 -0.02 0.16
C 2.50 -0.59 0.07
C 3.42 0.70 0.03
O 4.86 0.55 -0.17
C 5.25 -0.81 0.12
C 2.94 1.91 -0.24
C 1.53 2.18 0.09
C -1.38 2.59 0.83
N -2.70 2.57 0.65
C -3.01 1.40 0.16
N -4.18 0.93 -0.39
H -2.79 -2.81 1.60
H -1.31 -3.56 1.76
H -2.33 -4.02 0.41
H -2.57 -2.30 -1.55
H -3.30 -1.23 -0.15
H -2.25 -0.07 -2.10
H -0.68 -0.35 -1.55
H 0.43 -0.75 0.21
H 2.74 -1.38 0.46
H 6.31 -0.76 -0.19
H 4.93 -1.21 1.13
H 4.89 -1.40 -0.73
H 3.64 2.66 -0.18
H 1.30 3.07 -0.07
H -0.78 3.33 1.53
H -4.84 1.97 -0.15
H -4.35 0.83 -1.25
```

Values from the calculation:
Structure (SMILES): COCCn1c(-c2ccc(OC)cc2)cnc1N
Gap between HOMO and LUMO, eV: 7.90
HOMO energy, eV: -7.2
Energy above the lowest of the compared OMol25 structures with the same formula, charge and spin, kJ/mol: 1119.2
Spin multiplicity: 1

=====

DFT (the ωB97M-V functional and the def2-TZVPD basis) results for one molecule with the formula C13H17N3O4.

```
37
Properties=species:S:1:pos:R:3
N -1.42 -2.28 -0.79
C -2.69 -1.92 -0.66
O -3.66 -2.74 -0.63
C -3.08 -0.46 -0.45
C -2.47 0.03 0.87
N -3.19 1.22 1.30
C -1.03 0.31 0.68
O -0.20 -0.63 0.90
N -0.73 1.37 -0.01
C 0.76 1.81 0.05
C 1.50 0.91 -0.97
C 2.26 -0.34 -0.45
C 3.22 -0.29 0.50
C 3.63 -1.49 1.15
C 3.22 -2.73 0.66
C 2.22 -2.87 -0.31
C 1.74 -1.61 -0.84
C 0.79 3.22 -0.33
O 1.30 3.66 -1.36
O -0.11 3.82 0.41
H -0.85 -1.74 -0.11
H -1.34 -3.25 -0.52
H -2.82 0.23 -1.28
H -4.15 -0.56 -0.29
H -2.61 -0.66 1.65
H -4.16 1.36 1.05
H -3.14 1.22 2.30
H -1.29 2.10 0.31
H 1.10 1.71 1.06
H 2.41 1.65 -1.43
H 0.89 0.67 -1.86
H 3.68 0.63 0.76
H 4.34 -1.43 1.95
H 3.62 -3.57 1.23
H 1.87 -3.83 -0.62
H 0.96 -1.72 -1.67
H -0.18 4.69 0.08
```

Values from the calculation:
Structure (SMILES): NC(=O)C[C@H](N)C(=O)N[C@@H](Cc1ccccc1)C(=O)O
Gap between HOMO and LUMO, eV: 8.97
HOMO energy, eV: -8.7
Energy above the lowest of the compared OMol25 structures with the same formula, charge and spin, kJ/mol: 292.5
Spin multiplicity: 1

=====

DFT (the ωB97M-V functional and the def2-TZVPD basis) results for one molecule with the formula C13H17NO3S2.

```
36
Properties=species:S:1:pos:R:3
O 4.90 1.52 1.10
C 4.62 1.21 -0.03
O 5.44 1.40 -1.06
C 3.32 0.58 -0.47
C 2.36 0.43 0.71
N 1.11 -0.17 0.29
C 0.00 0.63 0.04
O 0.02 1.83 0.15
C -1.14 -0.20 -0.34
C -2.39 0.23 -0.61
C -2.74 1.69 -0.56
C -4.24 1.97 -0.49
C -4.87 1.49 0.81
C -4.40 0.11 1.26
C -4.47 -0.96 0.18
C -3.47 -0.73 -0.99
S -0.66 -1.90 -0.38
C 0.98 -1.51 0.11
S 2.16 -2.61 0.31
H 6.27 1.80 -0.77
H 3.55 -0.40 -0.90
H 2.88 1.20 -1.25
H 2.12 1.41 1.13
H 2.81 -0.20 1.47
H -2.32 2.16 -1.45
H -2.23 2.15 0.29
H -4.38 3.05 -0.57
H -4.75 1.52 -1.34
H -5.96 1.48 0.69
H -4.65 2.20 1.61
H -5.02 -0.21 2.10
H -3.37 0.17 1.63
H -5.48 -1.02 -0.22
H -4.24 -1.92 0.64
H -4.00 -0.35 -1.86
H -3.02 -1.69 -1.27
```

Values from the calculation:
Structure (SMILES): O=C(O)CCN1C(=O)C(=C2CCCCCC2)SC1=S
Gap between HOMO and LUMO, eV: 8.22
HOMO energy, eV: -8.6
Energy above the lowest of the compared OMol25 structures with the same formula, charge and spin, kJ/mol: 0.0
Spin multiplicity: 1

=====

DFT (the ωB97M-V functional and the def2-TZVPD basis) results for a 2-piece molecular cluster, C13H18Cl2F5N3O6 overall.

```
47
Properties=species:S:1:pos:R:3
N 1.73 4.67 2.39
C 1.72 3.20 2.83
C 1.11 2.31 1.59
O 2.05 2.51 0.43
C 1.14 0.66 1.87
C 1.50 -0.01 0.39
C 2.97 -0.65 0.04
N 2.72 -1.06 -1.39
C 1.32 -0.73 -1.87
C 0.84 -1.03 -3.41
C 1.49 -2.39 -4.08
O 2.82 -2.69 -4.06
Cl 0.43 -3.65 -5.01
N 0.50 -0.07 -0.78
C -0.92 0.47 -0.76
C -2.06 -0.55 -1.35
C -3.12 -1.12 -0.23
C -4.20 -0.02 0.33
F -5.08 -0.78 1.30
F -3.60 1.08 1.13
C -5.21 0.60 -0.80
F -6.16 1.50 -0.05
F -4.55 1.47 -1.81
F -6.11 -0.45 -1.42
H 0.97 4.71 1.65
H 2.62 4.86 1.84
H 1.16 3.02 3.85
H 2.86 2.90 3.00
H 0.01 2.62 1.26
H 3.00 2.31 0.74
H 1.92 0.40 2.70
H 0.06 0.26 2.16
H 3.95 -0.78 0.67
H 3.55 -1.48 -1.87
H 1.23 -0.12 -4.07
H -0.32 -1.08 -3.57
H -1.19 0.73 0.34
H -0.91 1.51 -1.35
H -1.47 -1.50 -1.76
H -2.56 -0.06 -2.30
H -3.75 -1.98 -0.77
H -2.61 -1.63 0.69
O 3.27 -2.86 2.06
Cl 2.04 -3.59 2.31
O 0.92 -2.67 2.29
O 2.11 -4.24 3.60
O 1.85 -4.60 1.28
```

Values from the calculation:
Gap between HOMO and LUMO, eV: 6.99
HOMO energy, eV: -8.6
Energy above the lowest of the compared OMol25 structures with the same formula, charge and spin, kJ/mol: 1047.3
Spin multiplicity: 1